[1]
Density functional theory data (the ωB97M-V functional and the def2-TZVPD basis) for a cluster of 13 separate species, C66H169N15O23 in total at a distorted geometry.

Last column: Löwdin charge in e.
CARTESIAN COORDINATES (ANGSTROEM)
C -3.051 0.885 -3.866  -0.761
O -3.668 1.034 -4.886  0.046
N -1.816 1.406 -3.684  0.163
N -3.511 0.367 -2.761  0.188
H -1.192 0.728 -3.235  0.066
H -1.396 1.694 -4.536  0.054
H -4.491 0.054 -2.772  0.098
H -2.980 0.478 -1.901  0.078
C 4.866 2.895 0.057  -0.732
O 4.204 2.559 1.036  -0.004
N 4.334 3.785 -0.751  0.207
N 6.019 2.279 -0.186  0.188
H 4.707 4.121 -1.620  0.074
H 3.347 3.840 -0.614  0.074
H 6.663 2.876 -0.675  0.074
H 6.266 1.878 0.715  0.120
C -0.120 3.819 0.853  -0.034
C 0.122 2.833 -0.364  -0.416
C 0.226 3.670 -1.676  -0.235
O 1.256 4.565 -1.681  -0.207
C 0.849 5.910 -1.856  -0.083
N 1.222 2.012 -0.098  0.080
H 0.788 4.325 1.176  0.079
H -0.449 3.264 1.766  0.070
H -0.932 4.486 0.552  0.059
H -0.790 2.250 -0.431  0.112
H -0.693 4.213 -1.932  0.119
H 0.359 2.958 -2.529  0.107
H 0.398 6.066 -2.840  0.086
H 1.693 6.589 -1.766  0.087
H 0.110 6.105 -1.041  0.097
H 1.968 2.512 0.379  0.042
H 1.555 1.559 -0.951  0.063
C 0.902 3.599 -5.970  -0.078
O 0.121 2.396 -6.188  -0.225
C 0.887 1.565 -7.069  -0.234
C -0.046 0.587 -7.701  -0.219
N -0.470 -0.403 -6.728  -0.021
C -1.444 -1.403 -7.299  -0.184
C -2.686 -0.860 -7.969  -0.203
O -2.360 -0.441 -9.317  -0.228
C -3.403 0.403 -9.851  -0.100
H 0.576 4.017 -5.030  0.071
H 0.739 4.289 -6.826  0.101
H 1.976 3.299 -5.915  0.072
H 1.700 1.165 -6.430  0.110
H 1.299 2.210 -7.859  0.121
H 0.487 0.188 -8.585  0.136
H -0.881 1.107 -8.134  0.109
H -1.040 0.056 -6.013  0.083
H -1.698 -2.042 -6.457  0.090
H -0.928 -2.049 -8.026  0.124
H -3.062 0.020 -7.451  0.109
H -3.437 -1.637 -8.093  0.123
H -3.528 1.295 -9.208  0.090
H -4.373 -0.109 -9.856  0.082
H -3.144 0.671 -10.873  0.081
C -5.246 8.464 -2.366  -0.092
O -5.561 7.602 -1.249  -0.211
C -6.801 6.916 -1.342  -0.238
C -6.811 5.817 -0.321  -0.256
N -5.977 4.687 -0.496  -0.034
C -4.627 4.937 -0.016  -0.202
C -3.983 3.589 0.226  -0.216
O -4.721 2.904 1.253  -0.214
C -3.826 2.030 1.887  -0.110
H -4.374 9.118 -2.117  0.091
H -6.083 9.123 -2.624  0.083
H -4.906 7.836 -3.194  0.082
H -6.868 6.490 -2.354  0.126
H -7.691 7.548 -1.241  0.121
H -7.880 5.555 -0.351  0.123
H -6.665 6.239 0.697  0.131
H -6.304 3.968 0.158  0.107
H -4.486 5.441 0.931  0.124
H -4.031 5.418 -0.796  0.122
H -2.976 3.748 0.619  0.089
H -3.871 2.942 -0.650  0.121
H -3.149 1.559 1.169  0.081
H -4.461 1.251 2.357  0.082
H -3.202 2.520 2.640  0.100
C 0.149 -3.908 -5.461  -0.082
O 0.735 -4.014 -4.157  -0.216
C 2.135 -4.375 -4.194  -0.192
C 2.625 -4.496 -2.766  -0.222
N 1.961 -5.556 -2.060  -0.045
C 2.182 -5.627 -0.619  -0.167
C 1.387 -4.491 0.178  -0.221
O 0.036 -4.490 -0.106  -0.200
C -0.696 -5.587 0.410  -0.076
H 0.280 -4.814 -6.034  0.085
H 0.656 -3.083 -5.933  0.073
H -0.906 -3.699 -5.359  0.077
H 2.643 -3.564 -4.721  0.106
H 2.292 -5.311 -4.736  0.125
H 2.489 -3.550 -2.274  0.077
H 3.690 -4.753 -2.823  0.126
H 0.957 -5.503 -2.164  0.100
H 3.251 -5.649 -0.342  0.119
H 1.845 -6.565 -0.180  0.095
H 1.679 -3.511 -0.200  0.081
H 1.699 -4.673 1.223  0.106
H -0.544 -5.605 1.511  0.083
H -0.346 -6.523 -0.028  0.085
H -1.749 -5.590 0.153  0.074
C 6.134 -1.353 -4.705  -0.125
O 6.117 -2.007 -3.483  -0.174
C 4.948 -1.744 -2.726  -0.199
C 5.159 -2.471 -1.390  -0.216
N 4.098 -2.227 -0.500  -0.035
C 4.126 -0.925 0.075  -0.209
C 3.103 -0.867 1.184  -0.215
O 3.404 -1.818 2.189  -0.180
C 2.359 -1.905 3.165  -0.066
H 6.168 -0.257 -4.629  0.069
H 5.252 -1.630 -5.312  0.087
H 7.022 -1.735 -5.172  0.087
H 4.060 -2.091 -3.235  0.096
H 4.904 -0.722 -2.376  0.111
H 6.155 -2.147 -1.058  0.124
H 5.332 -3.510 -1.664  0.113
H 4.035 -2.879 0.237  0.099
H 3.849 -0.127 -0.617  0.106
H 5.110 -0.684 0.487  0.123
H 2.175 -1.188 0.724  0.092
H 3.022 0.143 1.585  0.106
H 2.259 -0.931 3.621  0.068
H 2.688 -2.691 3.838  0.093
H 1.410 -2.224 2.734  0.069
C 0.993 -5.384 3.834  -0.136
O 1.240 -4.915 5.131  -0.164
C 0.342 -3.889 5.619  -0.216
C -0.953 -4.377 6.069  -0.226
N -1.768 -4.457 4.882  -0.029
C -3.006 -5.232 5.005  -0.208
C -2.787 -6.658 5.111  -0.238
O -2.206 -7.155 3.911  -0.199
C -1.983 -8.510 3.843  -0.142
H 0.652 -4.572 3.206  0.059
H 0.318 -6.244 3.840  0.082
H 1.922 -5.759 3.399  0.094
H 0.136 -3.103 4.863  0.122
H 0.851 -3.556 6.515  0.125
H -1.353 -3.717 6.851  0.132
H -0.698 -5.357 6.478  0.124
H -1.201 -4.899 4.178  0.059
H -3.626 -4.996 4.134  0.122
H -3.610 -4.883 5.863  0.119
H -3.685 -7.252 5.398  0.138
H -2.109 -6.907 5.912  0.113
H -1.704 -8.654 2.780  0.099
H -2.759 -9.204 4.176  0.087
H -1.103 -8.789 4.449  0.090
C 1.151 3.214 9.626  -0.127
O 1.969 2.357 8.916  -0.252
C 3.398 2.449 9.096  -0.202
C 4.045 1.510 8.087  -0.216
N 3.713 2.065 6.778  -0.042
C 4.148 1.188 5.698  -0.220
C 3.596 1.655 4.399  -0.213
O 2.176 1.429 4.433  -0.228
C 1.388 2.303 3.629  -0.090
H 1.098 4.154 9.081  0.082
H 1.555 3.422 10.619  0.084
H 0.145 2.724 9.619  0.105
H 3.622 2.132 10.116  0.119
H 3.687 3.494 8.844  0.132
H 3.606 0.506 8.285  0.116
H 5.119 1.489 8.341  0.126
H 2.703 2.064 6.680  0.100
H 3.706 0.195 5.872  0.120
H 5.231 1.191 5.566  0.127
H 4.014 1.086 3.576  0.110
H 3.782 2.710 4.300  0.123
H 1.337 3.306 4.053  0.093
H 0.394 1.891 3.577  0.073
H 1.820 2.408 2.639  0.056
C -4.620 -4.880 -0.594  -0.155
O -5.461 -4.056 -1.265  -0.173
C -5.360 -2.691 -0.989  -0.186
C -6.767 -1.966 -1.235  -0.152
N -6.441 -0.578 -1.553  -0.081
C -5.960 0.276 -0.421  -0.187
C -6.860 0.531 0.781  -0.224
O -6.870 -0.647 1.587  -0.222
C -7.614 -0.430 2.807  -0.077
H -4.677 -4.766 0.519  0.098
H -3.599 -4.601 -0.808  0.065
H -4.782 -5.927 -0.777  0.088
H -4.625 -2.206 -1.605  0.110
H -5.192 -2.650 0.076  0.098
H -7.362 -2.074 -0.340  0.094
H -7.355 -2.354 -2.079  0.123
H -7.113 -0.054 -2.106  0.110
H -5.718 1.286 -0.809  0.114
H -5.050 -0.193 -0.021  0.110
H -7.886 0.798 0.419  0.142
H -6.403 1.279 1.390  0.075
H -7.320 0.567 3.191  0.089
H -7.305 -1.134 3.578  0.074
H -8.682 -0.463 2.562  0.089
C -5.485 -2.711 6.973  -0.122
O -5.005 -1.509 6.445  -0.185
C -4.348 -1.728 5.209  -0.253
C -3.814 -0.455 4.759  -0.208
N -2.625 0.055 5.484  -0.033
C -1.439 -0.633 5.100  -0.226
C -0.244 -0.329 5.988  -0.217
O -0.348 -0.975 7.233  -0.195
C 0.784 -0.839 8.027  -0.129
H -6.296 -2.393 7.607  0.083
H -4.748 -3.217 7.591  0.081
H -5.813 -3.387 6.150  0.093
H -5.146 -2.112 4.547  0.126
H -3.502 -2.425 5.379  0.112
H -4.595 0.318 4.877  0.126
H -3.426 -0.495 3.713  0.111
H -2.758 -0.203 6.454  0.105
H -1.124 -0.297 4.082  0.123
H -1.643 -1.695 5.107  0.088
H -0.169 0.743 6.160  0.124
H 0.712 -0.596 5.532  0.099
H 0.814 -1.439 8.949  0.093
H 0.962 0.245 8.283  0.082
H 1.722 -1.076 7.446  0.086
C 9.118 4.554 -0.895  -0.071
O 8.324 4.184 -2.039  -0.202
C 7.850 5.277 -2.717  -0.269
C 7.152 4.841 -3.999  -0.212
N 5.977 4.112 -3.628  -0.066
C 5.022 3.806 -4.753  -0.156
C 5.436 2.642 -5.605  -0.236
O 4.363 2.374 -6.472  -0.214
C 4.624 1.235 -7.294  -0.095
H 8.566 5.373 -0.465  0.079
H 10.118 4.875 -1.149  0.083
H 9.226 3.729 -0.164  0.097
H 8.699 5.866 -3.005  0.116
H 7.137 5.870 -2.118  0.134
H 7.830 4.227 -4.577  0.120
H 6.840 5.692 -4.581  0.121
H 6.290 3.209 -3.325  0.092
H 4.963 4.765 -5.275  0.127
H 4.081 3.559 -4.309  0.085
H 5.612 1.747 -5.049  0.095
H 6.275 2.982 -6.199  0.127
H 3.881 1.265 -8.119  0.095
H 4.503 0.312 -6.687  0.071
H 5.692 1.136 -7.646  0.104
C 2.483 1.104 -3.616  -0.074
O 2.140 0.112 -2.644  -0.219
C 1.391 -0.947 -3.178  -0.205
C 0.693 -1.622 -1.984  -0.144
N -0.334 -0.621 -1.580  -0.030
C -1.233 -1.206 -0.551  -0.173
C -0.700 -1.279 0.913  -0.148
O -1.717 -1.417 1.969  -0.212
C -2.437 -2.624 1.820  -0.094
H 3.086 0.639 -4.409  0.080
H 3.124 1.897 -3.166  0.085
H 1.560 1.604 -4.072  0.094
H 2.047 -1.549 -3.805  0.098
H 0.658 -0.570 -3.866  0.099
H 1.432 -1.790 -1.198  0.087
H 0.173 -2.504 -2.308  0.108
H 0.099 0.188 -1.154  0.060
H -1.468 -2.177 -0.947  0.100
H -2.116 -0.567 -0.504  0.088
H -0.167 -0.361 1.113  0.110
H -0.111 -2.173 1.063  0.084
H -1.764 -3.471 1.981  0.074
H -2.854 -2.761 0.804  0.072
H -3.215 -2.640 2.560  0.074

The value obtained for the HOMO energy is -0.3036 Ha. The gap between HOMO and LUMO is 8.810 eV.

=====

[2]
Density functional theory data (the ωB97M-V functional and the def2-TZVPD basis) for a cluster of 2 separate species, C3H8O2S in total at a distorted geometry.

Last column: Löwdin charge in e.
CARTESIAN COORDINATES (ANGSTROEM)
O -2.451 0.681 -1.701  0.050
C -2.197 0.891 -0.544  -0.268
C -0.914 1.576 -0.074  -0.228
C 0.212 1.433 -1.110  -0.571
S 1.860 1.351 -0.380  0.704
H -2.936 0.657 0.240  0.119
H -0.652 1.107 0.880  0.097
H -1.252 2.593 0.136  0.118
H 0.055 0.492 -1.626  0.068
H 0.152 2.270 -1.801  0.072
H 2.189 0.118 -0.751  -0.161
H 1.479 -3.790 2.098  0.030
H 2.531 -4.912 2.011  0.038
O 1.923 -4.466 2.622  -0.068

The value obtained for the HOMO energy is -0.3413 Ha. The gap between HOMO and LUMO is 9.678 eV. The value obtained for the energy above the lowest of the compared OMol25 structures with the same formula, charge and spin is 99.68 kJ/mol. Its SMILES is O=CCCS.O.

=====

[3]
Density functional theory data (the ωB97M-V functional and the def2-TZVPD basis) for a cluster of 3 separate species, C32H72BrP2 in total at a distorted geometry.

Last column: Löwdin charge in e.
CARTESIAN COORDINATES (ANGSTROEM)
Br 0.609 -1.376 -0.993  -0.283
C 5.810 5.688 -2.935  -0.111
C 5.410 5.135 -1.595  -0.262
C 4.316 4.070 -1.739  -0.255
C 3.806 3.593 -0.380  -0.276
P 2.885 2.039 -0.490  0.989
C 1.514 2.248 -1.622  -0.294
C 0.731 3.562 -1.642  -0.244
C 0.178 3.809 -3.048  -0.269
C -0.760 4.994 -3.096  -0.098
C 4.080 0.853 -1.116  -0.270
C 5.417 0.836 -0.362  -0.256
C 6.229 -0.416 -0.637  -0.256
C 6.801 -0.497 -2.063  -0.099
C 2.251 1.480 1.102  -0.270
C 1.509 2.578 1.892  -0.230
C 1.267 2.158 3.339  -0.251
C 0.792 0.724 3.479  -0.118
H 5.053 6.354 -3.359  0.079
H 5.994 4.905 -3.673  0.079
H 6.720 6.289 -2.891  0.077
H 5.136 5.892 -0.859  0.116
H 6.249 4.574 -1.163  0.112
H 4.711 3.264 -2.363  0.107
H 3.458 4.446 -2.311  0.108
H 3.206 4.358 0.114  0.094
H 4.650 3.400 0.292  0.100
H 0.901 1.336 -1.501  0.012
H 1.873 1.976 -2.628  0.108
H 1.398 4.392 -1.399  0.096
H -0.042 3.469 -0.876  0.102
H -0.286 2.898 -3.437  0.116
H 1.092 3.927 -3.643  0.110
H -0.254 5.897 -2.746  0.079
H -1.612 4.801 -2.442  0.067
H -1.132 5.223 -4.094  0.076
H 4.235 1.096 -2.169  0.094
H 3.623 -0.144 -1.104  0.083
H 5.329 1.056 0.709  0.106
H 5.963 1.731 -0.696  0.104
H 5.733 -1.336 -0.326  0.114
H 7.116 -0.332 0.003  0.110
H 6.086 -0.558 -2.885  0.070
H 7.336 -1.448 -2.134  0.075
H 7.514 0.313 -2.203  0.076
H 3.095 1.091 1.673  0.106
H 1.539 0.702 0.799  0.028
H 0.550 2.814 1.425  0.104
H 2.131 3.476 1.853  0.096
H 0.530 2.832 3.784  0.111
H 2.162 2.361 3.937  0.113
H 1.530 -0.008 3.158  0.054
H -0.135 0.629 2.904  0.067
H 0.535 0.481 4.511  0.089
C 0.817 -2.462 3.453  -0.109
C -0.670 -2.252 3.202  -0.263
C -1.179 -3.197 2.125  -0.241
C -2.732 -3.257 2.118  -0.241
P -3.298 -2.679 0.500  0.982
C -2.526 -3.704 -0.755  -0.277
C -2.572 -5.202 -0.476  -0.250
C -1.962 -6.026 -1.617  -0.258
C -0.442 -6.020 -1.570  -0.099
C -2.876 -0.982 0.254  -0.312
C -3.624 0.099 1.010  -0.240
C -3.016 1.476 0.734  -0.251
C -3.179 1.884 -0.727  -0.099
C -5.095 -2.875 0.375  -0.261
C -5.829 -2.728 1.706  -0.261
C -7.273 -2.230 1.632  -0.247
C -8.111 -2.914 0.551  -0.109
H 1.398 -2.296 2.543  0.075
H 0.983 -3.473 3.830  0.080
H 1.245 -1.766 4.179  0.056
H -0.833 -1.216 2.873  0.078
H -1.236 -2.357 4.131  0.116
H -0.857 -4.214 2.365  0.117
H -0.769 -2.909 1.154  0.042
H -3.186 -2.677 2.915  0.089
H -3.112 -4.282 2.079  0.093
H -1.500 -3.370 -0.959  0.032
H -3.031 -3.449 -1.698  0.117
H -3.595 -5.563 -0.311  0.107
H -2.027 -5.469 0.434  0.101
H -2.303 -5.625 -2.576  0.111
H -2.327 -7.052 -1.556  0.108
H -0.005 -5.065 -1.874  0.069
H -0.033 -6.727 -2.290  0.076
H -0.118 -6.223 -0.549  0.076
H -3.049 -0.850 -0.826  0.107
H -1.795 -0.874 0.294  0.012
H -3.698 -0.147 2.073  0.108
H -4.666 0.118 0.660  0.110
H -1.943 1.395 0.943  0.095
H -3.482 2.237 1.358  0.112
H -4.209 1.750 -1.046  0.082
H -2.462 1.331 -1.343  0.071
H -2.801 2.898 -0.874  0.062
H -5.271 -3.870 -0.039  0.097
H -5.445 -2.151 -0.366  0.105
H -5.290 -2.088 2.421  0.091
H -5.732 -3.660 2.278  0.118
H -7.313 -1.147 1.519  0.107
H -7.761 -2.509 2.568  0.111
H -7.665 -2.876 -0.445  0.063
H -9.080 -2.419 0.491  0.076
H -8.294 -3.967 0.773  0.080

The value obtained for the HOMO energy is -0.3726 Ha. The gap between HOMO and LUMO is 8.740 eV. The value obtained for the energy above the lowest of the compared OMol25 structures with the same formula, charge and spin is 0.00 kJ/mol. Its total charge is +1.

=====

[4]
Density functional theory data (the ωB97M-V functional and the def2-TZVPD basis) for a cluster of 2 separate species, C3H5Cl in total at a distorted geometry.

Last column: Löwdin charge in e.
CARTESIAN COORDINATES (ANGSTROEM)
C -0.910 0.039 0.239  -0.111
C 0.346 0.900 0.299  -0.109
C 0.413 -0.496 0.346  -0.037
Cl 1.028 -1.756 -2.192  -0.261
H -1.462 -0.124 1.186  0.127
H -1.424 -0.131 -0.725  0.130
H 0.387 1.451 -0.619  0.129
H 0.596 1.484 1.066  0.076
H 1.027 -1.368 0.400  0.057

The value obtained for the HOMO energy (alpha / beta) is -0.3499 / -0.3330 Ha. The gap between HOMO and LUMO (alpha / beta) is 7.775 / 6.514 eV. The value obtained for the energy above the lowest of the compared OMol25 structures with the same formula, charge and spin is 361.03 kJ/mol.

=====

[5]
Density functional theory data (the ωB97M-V functional and the def2-TZVPD basis) for a cluster of 3 separate species, CH10NO2 in total.

Last column: Löwdin charge in e.
CARTESIAN COORDINATES (ANGSTROEM)
C 0.575 -1.557 -0.861  -0.004
N -0.224 -0.488 -0.195  0.128
H 1.383 -1.845 -0.191  0.103
H -0.048 -2.425 -1.045  0.103
H 1.000 -1.184 -1.782  0.102
H -0.811 -0.914 0.511  0.154
H -0.826 0.010 -0.848  0.118
H 0.375 0.186 0.278  0.121
H 0.727 -0.329 3.078  0.062
H 0.454 1.201 2.873  0.063
O 0.490 0.345 2.434  -0.040
H -0.644 2.729 -0.854  0.064
H -1.380 2.297 -2.124  0.066
O -1.070 1.974 -1.274  -0.040

The value obtained for the HOMO energy is -0.5902 Ha. The gap between HOMO and LUMO is 12.819 eV. The value obtained for the energy above the lowest of the compared OMol25 structures with the same formula, charge and spin is 27.72 kJ/mol. Its total charge is +1.

=====

[6]
Density functional theory data (the ωB97M-V functional and the def2-TZVPD basis) for a cluster of 6 separate species, CH13O5S in total at a distorted geometry.

Last column: Löwdin charge in e.
CARTESIAN COORDINATES (ANGSTROEM)
C -1.594 0.918 1.795  -0.564
S -0.742 -0.438 0.882  0.439
H -1.082 1.126 2.749  0.003
H -1.740 1.766 1.131  -0.008
H -2.596 0.645 2.144  -0.005
H -1.413 -2.264 -0.530  -0.073
H -0.774 -3.073 0.409  -0.004
O -1.203 -3.219 -0.464  -0.168
H 0.178 -0.289 -1.894  0.018
H -0.761 0.532 -1.180  -0.065
O -0.324 0.513 -2.068  -0.144
H 1.647 -0.651 3.589  -0.018
H 0.765 -0.625 2.226  -0.130
O 1.214 -1.183 2.936  -0.184
H 5.270 3.318 -0.175  0.036
H 4.516 2.019 0.169  0.025
O 5.161 2.631 0.501  -0.061
H -1.773 0.594 -3.249  -0.002
H -2.248 0.149 -4.483  0.021
O -2.182 1.013 -4.047  -0.115

The value obtained for the HOMO energy is -0.1445 Ha. The gap between HOMO and LUMO is 6.924 eV. The value obtained for the energy above the lowest of the compared OMol25 structures with the same formula, charge and spin is 124.11 kJ/mol. Its total charge is -1.